A cluster of 11 separate species, H22O11 in total. Source: the Open Molecules 2025 dataset; level of theory: wB97M-V/def2-TZVPD.

relative energy (zero: lowest compared OMol25 entry of this formula, charge and spin)	34.2	kcal per mole
SMILES string	O.O.O.O.O.O.O.O.O.O.O
HOMO level	-10.4	eV
net charge	0

Positions of all 33 atoms, in Å:
O (19.9294, -4.6938, 16.9540)
H (20.2548, -4.1864, 16.2104)
H (20.6656, -4.7233, 17.5649)
O (22.3113, -2.8136, 18.7167)
H (22.8298, -2.5732, 17.9488)
H (22.6940, -2.3067, 19.4329)
O (19.1015, -2.7028, 19.2957)
H (18.9848, -2.3041, 18.4334)
H (19.9745, -3.0941, 19.2631)
O (17.0929, -4.9316, 17.1461)
H (17.2442, -5.3416, 16.2945)
H (17.9655, -4.8472, 17.5302)
O (16.0670, -3.9035, 19.9115)
H (16.6692, -3.1611, 19.9600)
H (16.1666, -4.2355, 19.0193)
O (18.4763, -2.1817, 15.4650)
H (18.0538, -1.6128, 16.1085)
H (17.7982, -2.8110, 15.2191)
O (17.0432, -0.8377, 17.2426)
H (16.0967, -0.6962, 17.2224)
H (17.3545, -0.2769, 17.9531)
O (19.4657, -0.9486, 22.4822)
H (19.5313, -0.7713, 21.5439)
H (19.4091, -1.9022, 22.5430)
O (19.4515, -3.6397, 22.4093)
H (19.8197, -4.3116, 22.9831)
H (19.7120, -3.9076, 21.5281)
O (20.7700, -0.6962, 15.7807)
H (20.0284, -1.2690, 15.9760)
H (21.4890, -1.0467, 16.3066)
O (21.0112, -5.0877, 20.0184)
H (21.5658, -5.5643, 20.6360)
H (21.6272, -4.6606, 19.4230)

=====

A cluster of 11 separate species, H22O11 in total at a distorted geometry. Source: the Open Molecules 2025 dataset; level of theory: wB97M-V/def2-TZVPD.

relative energy (zero: lowest compared OMol25 entry of this formula, charge and spin)	86.9	kcal per mole
SMILES string	O.O.O.O.O.O.O.O.O.O.O
HOMO level	-10.3	eV
net charge	0

Positions of all 33 atoms, in Å:
H (0.3710, 0.7375, 0.3748)
H (-1.0605, 0.6754, -0.1322)
H (-3.9306, -1.1133, -1.7065)
H (-3.7241, 0.3869, -1.5759)
H (-0.6884, 3.0054, 2.7488)
H (-1.7481, 2.3432, 3.6139)
H (2.9895, -0.9299, -2.8388)
H (3.4895, -2.3179, -3.2042)
H (-1.9338, -2.0374, -0.3677)
H (-1.3177, -1.2241, 0.7588)
H (3.7408, -0.2149, 0.9672)
H (4.2240, 0.2828, 2.3195)
H (2.2585, 0.0346, 1.5697)
H (2.0075, 0.6778, 2.9237)
H (-1.5231, -2.7965, 2.6203)
H (-2.2894, -2.3609, 1.3821)
H (3.1121, 2.8844, 2.8418)
H (4.0175, 3.0277, 1.6295)
H (-2.9730, -1.1608, -3.3541)
H (-2.4162, -2.4209, -3.9961)
H (-0.4679, 0.5747, -2.6094)
H (-1.1184, 1.1725, -3.8462)
O (-0.5407, 0.6664, 0.6794)
O (-3.2946, -0.4143, -1.8961)
O (-1.5783, 3.1372, 3.0947)
O (2.9216, -1.8553, -2.5778)
O (-1.4876, -1.2018, -0.1897)
O (4.4794, -0.2835, 1.5826)
O (1.6182, 0.5733, 2.0482)
O (-2.1971, -2.1748, 2.3233)
O (3.1340, 2.7428, 1.8887)
O (-2.9513, -1.6426, -4.1886)
O (-1.1229, 1.2264, -2.8839)

=====

A cluster of 11 separate species, H22O11 in total at a distorted geometry. Source: the Open Molecules 2025 dataset; level of theory: wB97M-V/def2-TZVPD.

relative energy (zero: lowest compared OMol25 entry of this formula, charge and spin)	22.9	kcal per mole
SMILES string	O.O.O.O.O.O.O.O.O.O.O
HOMO level	-11.0	eV
net charge	0

Positions of all 33 atoms, in Å:
O (4.2464, -0.7895, 0.9410)
H (3.7192, -0.1080, 0.5240)
H (4.6918, -1.2262, 0.2149)
O (-1.5579, -1.5811, -0.0193)
H (-2.2846, -1.7941, 0.5661)
H (-1.9787, -1.3032, -0.8329)
O (-2.9203, 0.1285, -2.0379)
H (-2.9649, 0.4075, -1.1233)
H (-3.8101, 0.2495, -2.3693)
O (1.6502, -3.4076, -1.6133)
H (1.3919, -3.2407, -2.5197)
H (2.0395, -2.5841, -1.3192)
O (-3.3573, 0.9463, 0.4374)
H (-3.7481, 1.8170, 0.3638)
H (-2.7005, 1.0356, 1.1280)
O (1.1843, -0.2530, 3.0250)
H (1.5951, 0.2190, 2.3007)
H (1.8348, -0.2290, 3.7267)
O (-0.0288, 2.6207, -0.3477)
H (0.1023, 1.6754, -0.4207)
H (-0.3465, 2.8863, -1.2107)
O (-0.0789, -0.7860, -2.8141)
H (-0.0628, -1.0458, -3.7352)
H (-1.0087, -0.7597, -2.5884)
O (-1.6736, 0.5690, 2.5887)
H (-2.0179, 1.2781, 3.1317)
H (-0.7744, 0.4481, 2.8937)
O (0.4659, 0.1050, 0.1010)
H (-0.3841, -0.3304, 0.1656)
H (1.0771, -0.5946, -0.1293)
O (2.8969, 1.7559, 0.4897)
H (2.7004, 2.6376, 0.1733)
H (2.1021, 1.2536, 0.3098)

=====

A cluster of 11 separate species, H22O11 in total. Source: the Open Molecules 2025 dataset; level of theory: wB97M-V/def2-TZVPD.

relative energy (zero: lowest compared OMol25 entry of this formula, charge and spin)	26.6	kcal per mole
SMILES string	O.O.O.O.O.O.O.O.O.O.O
HOMO level	-10.5	eV
net charge	0

Positions of all 33 atoms, in Å:
O (0.0820, 2.8275, 1.7751)
H (1.0134, 3.0622, 1.7121)
H (0.0154, 1.9519, 1.3585)
O (-2.9884, 2.3518, 1.3806)
H (-2.6847, 2.2397, 2.2897)
H (-2.1769, 2.4989, 0.8768)
O (-0.6472, 2.8379, -1.8380)
H (-0.5953, 2.0095, -1.3307)
H (-0.7684, 2.5732, -2.7559)
O (1.7669, 0.3894, -2.8668)
H (2.4692, 0.3431, -3.5300)
H (0.9613, 0.5504, -3.3740)
O (2.8283, -0.4157, -0.3174)
H (2.6328, 0.1145, -1.1155)
H (3.4521, -1.0905, -0.6138)
O (1.9691, -0.5112, 2.3429)
H (2.3899, 0.2193, 2.8077)
H (2.1297, -0.3620, 1.3880)
O (-1.7585, -2.8154, -0.3115)
H (-2.2222, -1.9616, -0.1561)
H (-2.3228, -3.4843, 0.0890)
O (2.4895, -2.9988, -2.0071)
H (1.7900, -2.3434, -1.8885)
H (3.1441, -2.5658, -2.5665)
O (-0.6549, -1.3976, 2.7453)
H (0.3195, -1.2807, 2.6972)
H (-0.8856, -1.7774, 1.8883)
O (-0.2585, 0.4455, -0.0315)
H (0.3291, -0.0986, -0.5758)
H (-0.9395, -0.1662, 0.2924)
O (-3.3453, -0.6296, 0.4349)
H (-3.7875, 0.0358, -0.1093)
H (-3.7466, -0.5520, 1.3097)

=====

A structure of composition H22O11 at a distorted geometry. Source: the Open Molecules 2025 dataset; level of theory: wB97M-V/def2-TZVPD.

relative energy (zero: lowest compared OMol25 entry of this formula, charge and spin)	269.6	kcal per mole
HOMO level	-8.5	eV
net charge	0

Positions of all 33 atoms, in Å:
O (10.1734, -8.4013, 6.2658)
H (9.4109, -8.0842, 6.7498)
H (9.8570, -9.1752, 5.7997)
O (9.7158, -6.0121, 8.2751)
H (10.1769, -6.8470, 8.3561)
H (9.3855, -5.8340, 9.1557)
O (6.1003, -3.4661, 8.6440)
H (6.2159, -2.8117, 9.3330)
H (6.5879, -4.2293, 8.9537)
O (6.7853, -5.7255, 9.2354)
H (6.4600, -6.4957, 8.7694)
H (6.3276, -5.7424, 10.0759)
O (5.7725, -4.0184, 6.2858)
H (4.8286, -4.1717, 6.3275)
H (6.0671, -4.0865, 7.1940)
O (8.0545, -8.0205, 6.8345)
H (7.5826, -8.8512, 6.7753)
H (8.0256, -7.7938, 7.7640)
O (8.6789, -5.7876, 10.2634)
H (8.7403, -5.0092, 10.8171)
H (7.8445, -5.6905, 9.8045)
O (5.5674, -7.4780, 6.5927)
H (6.4593, -7.6344, 6.9030)
H (5.0709, -8.2379, 6.8965)
O (7.7031, -5.6401, 6.9737)
H (8.0335, -6.5379, 6.9428)
H (7.6204, -5.4469, 7.9076)
O (7.7174, -8.3123, 4.5988)
H (7.7041, -8.1020, 5.5326)
H (7.5040, -7.4867, 4.1639)
O (8.4971, -4.8547, 5.3321)
H (9.4308, -4.9081, 5.5358)
H (8.0596, -5.1299, 6.1378)

=====

A cluster of 11 separate species, H22O11 in total at a distorted geometry. Source: the Open Molecules 2025 dataset; level of theory: wB97M-V/def2-TZVPD.

relative energy (zero: lowest compared OMol25 entry of this formula, charge and spin)	20.9	kcal per mole
SMILES string	O.O.O.O.O.O.O.O.O.O.O
HOMO level	-10.4	eV
net charge	0

Positions of all 33 atoms, in Å:
O (-0.1207, 1.3316, -1.7141)
H (-0.2532, 1.4639, -2.6387)
H (-0.9720, 1.1074, -1.3037)
O (-0.9841, 0.5551, 3.5619)
H (-1.1349, 1.4854, 3.2825)
H (-1.0390, 0.0453, 2.7526)
O (-0.5882, -0.4212, -3.9257)
H (-0.2083, -1.2004, -4.3066)
H (-0.7178, -0.6659, -3.0194)
O (-2.2962, -0.2017, -1.1180)
H (-1.9072, -0.8301, -0.4492)
H (-3.2121, -0.0911, -0.8604)
O (0.5003, -3.3866, -3.3491)
H (1.0407, -4.1989, -3.2181)
H (0.6359, -2.8614, -2.5558)
O (1.3754, -3.0653, -0.5881)
H (1.6980, -3.5464, 0.1868)
H (2.0667, -2.3738, -0.6478)
O (2.5199, -0.7972, -1.4736)
H (3.4019, -0.8953, -1.8218)
H (1.9716, -0.1248, -1.8890)
O (-1.1447, -1.7490, 0.9375)
H (-0.3847, -1.9870, 0.3896)
H (-1.4167, -2.4613, 1.4987)
O (0.9027, 2.0005, 5.1385)
H (1.0704, 1.9818, 4.2053)
H (0.1722, 1.3820, 5.2967)
O (0.1866, 3.1319, 0.2510)
H (-0.3436, 3.7141, -0.3190)
H (0.6190, 2.5184, -0.3761)
O (-0.6959, 3.0800, 2.7086)
H (-0.5838, 3.7066, 3.4200)
H (-0.1581, 3.3531, 1.9446)

=====

A cluster of 11 separate species, H22O11 in total at a distorted geometry. Source: the Open Molecules 2025 dataset; level of theory: wB97M-V/def2-TZVPD.

relative energy (zero: lowest compared OMol25 entry of this formula, charge and spin)	41.9	kcal per mole
SMILES string	O.O.O.O.O.O.O.O.O.O.O
HOMO level	-10.2	eV
net charge	0

Positions of all 33 atoms, in Å:
O (-2.6220, 2.5810, 10.4500)
H (-2.0010, 3.2980, 10.7300)
H (-3.4150, 3.0220, 10.3760)
O (2.3250, 4.8630, 10.2770)
H (1.7800, 5.3880, 9.5920)
H (3.2350, 4.7900, 9.8690)
O (2.5640, -0.6850, 11.4730)
H (2.4900, 0.2920, 11.4890)
H (3.4580, -0.8610, 11.2850)
O (-1.0320, 0.1990, 10.7060)
H (-0.3540, 0.0460, 10.0300)
H (-1.5330, 0.9290, 10.4290)
O (1.0220, 2.9540, 6.9220)
H (1.4360, 2.7990, 7.7380)
H (0.5230, 2.1460, 6.8680)
O (2.1300, 2.0170, 12.0180)
H (1.5250, 2.5280, 12.5560)
H (2.9760, 2.5060, 11.8740)
O (0.6180, 2.4860, 9.7490)
H (0.5350, 3.4100, 9.5430)
H (1.0060, 2.4730, 10.5830)
O (-0.8300, 4.8610, 10.8010)
H (-1.2360, 5.7390, 10.9240)
H (-0.8160, 4.6990, 9.8490)
O (1.1170, 4.3770, 13.0720)
H (0.7690, 4.3140, 12.1780)
H (0.4030, 4.8950, 13.3730)
O (-1.0620, 4.5660, 8.1050)
H (-0.5100, 3.8800, 7.7150)
H (-1.1630, 5.1630, 7.3870)
O (3.1080, 1.4290, 8.5960)
H (2.3130, 1.5170, 9.0710)
H (3.7160, 1.4370, 9.3230)

=====

A cluster of 12 separate species, H23O12 in total at a distorted geometry. Source: the Open Molecules 2025 dataset; level of theory: wB97M-V/def2-TZVPD.

relative energy (zero: lowest compared OMol25 entry of this formula, charge and spin)	99.3	kcal per mole
HOMO level	-5.5	eV
net charge	-1

Positions of all 35 atoms, in Å:
O (1.4054, 0.2084, -0.4342)
H (-1.9839, -1.5024, -0.7430)
H (0.6650, 0.6429, -3.1947)
O (3.3766, -1.0493, -2.1262)
H (2.4153, -1.0167, -2.1483)
H (3.7304, -0.4630, -2.7973)
O (2.7684, 2.0224, 3.6598)
H (1.8838, 2.0568, 4.0477)
O (0.8475, 0.5482, -4.1354)
H (-4.6123, -0.9533, 0.2432)
H (0.8474, -0.3744, -4.3880)
O (-1.6771, -1.2978, 0.1532)
H (0.9413, 2.8042, -0.4541)
H (-0.8010, -0.3298, -1.6642)
O (-1.6056, 1.7309, 0.5651)
H (-4.5208, -0.4328, 1.7878)
H (2.8965, 2.9473, 3.4152)
O (-4.7118, -1.4090, -0.6321)
H (-3.7972, -1.5568, -0.9009)
H (-1.7621, 2.2021, -0.2546)
O (1.5992, -1.0471, 1.9510)
H (2.4639, -1.4366, 1.7173)
H (1.8280, -0.5491, 2.7501)
O (1.1859, 2.9598, 0.4718)
H (1.9471, 2.3567, 0.4415)
H (0.4313, 0.6674, -0.7753)
O (-4.4622, 0.4254, 1.3686)
H (1.5464, -0.4727, 0.2279)
H (2.0017, -3.1086, 0.0595)
O (1.7574, -3.6757, 0.8062)
H (-3.7154, 0.6637, 0.7867)
H (-0.6590, 1.5969, 0.6565)
O (-0.6885, 0.6248, -1.6108)
H (1.1457, -3.0224, 1.2070)
H (-1.1050, -0.5453, -0.1612)

=====

Computed values of LUMO energy (unit: eV) for the preceding records, in sequence: -0.49; -0.01; 0.23; -0.44; -1.34; 0.00; -0.24; 2.64.
Computed values of gap between HOMO and LUMO (unit: eV) for the preceding records, in sequence: 9.9; 10.3; 11.2; 10.1; 7.2; 10.4; 10.0; 8.2.